1.
{"formula": "C5H9N2O5S", "method": "the ωB97M-V functional and the def2-TZVPD basis", "elements": ["C", "N", "C", "O", "N", "O", "S", "O", "O", "O", "C", "C", "C", "H", "H", "H", "H", "H", "H", "H", "H", "H"], "coordinates": [[-2.010, 0.077, -1.233], [-0.771, -0.390, -0.609], [0.230, -1.206, -0.923], [0.452, -1.881, -1.875], [0.783, -1.220, 0.403], [2.073, -0.817, 0.513], [2.797, -0.102, -0.927], [3.816, 0.828, -0.403], [3.317, -1.251, -1.618], [1.641, 0.481, -1.570], [-0.394, -0.013, 0.744], [0.260, 1.380, 0.855], [-1.331, -0.326, 1.854], [-1.963, -0.197, -2.218], [-2.891, -0.260, -0.698], [-2.034, 1.114, -1.183], [0.240, 1.670, -0.183], [1.120, 1.572, 1.365], [-0.721, 1.895, 1.345], [-0.732, -0.267, 2.664], [-1.686, -1.341, 1.744], [-2.195, 0.256, 1.954]], "lowdin_charge": [0.010, -0.041, -0.606, 0.102, 0.036, -0.233, 0.475, -0.353, -0.313, -0.315, -0.373, 0.008, -0.037, 0.064, 0.084, 0.062, 0.064, 0.043, 0.121, 0.052, 0.089, 0.061], "charge": -1, "smiles": "CN1C(=O)N(OS(=O)(=O)[O-])C1(C)C", "e_tot_ha": -1079.78924, "e_homo_ev": -5.13, "relative_energy_kj_mol": 212.9}



2.
{"formula": "C27H36ClGeIN3OPPbS4", "method": "the ωB97M-V functional and the def2-TZVPD basis", "elements": ["Pb", "Cl", "C", "C", "C", "C", "C", "C", "P", "C", "C", "C", "C", "C", "C", "C", "C", "C", "C", "C", "C", "H", "H", "H", "H", "H", "H", "H", "H", "H", "H", "H", "H", "H", "H", "S", "S", "S", "S", "I", "C", "C", "N", "O", "H", "H", "H", "H", "H", "C", "N", "C", "C", "N", "H", "H", "H", "H", "H", "H", "C", "Ge", "C", "C", "C", "H", "H", "H", "H", "H", "H", "H", "H", "H", "H", "H"], "coordinates": [[-0.579, 0.754, 0.641], [2.242, 0.499, 2.490], [3.763, 0.777, 1.526], [4.580, 1.748, 2.095], [5.777, 2.034, 1.456], [6.087, 1.347, 0.289], [5.201, 0.404, -0.222], [3.966, 0.058, 0.371], [1.809, -1.052, -0.874], [2.812, -0.688, -2.363], [4.009, -1.315, -2.697], [4.686, -0.983, -3.863], [4.181, -0.006, -4.713], [2.997, 0.638, -4.379], [2.317, 0.299, -3.217], [2.408, -2.657, -0.196], [2.425, -2.830, 1.184], [2.671, -4.077, 1.746], [2.940, -5.170, 0.936], [2.951, -5.009, -0.447], [2.676, -3.765, -1.000], [4.279, 2.268, 2.995], [6.441, 2.790, 1.860], [7.019, 1.556, -0.230], [5.494, -0.081, -1.151], [4.426, -2.054, -2.024], [5.617, -1.485, -4.103], [4.710, 0.257, -5.621], [2.599, 1.415, -5.022], [1.397, 0.813, -2.954], [2.225, -1.979, 1.821], [2.616, -4.194, 2.820], [3.125, -6.142, 1.377], [3.158, -5.852, -1.098], [2.674, -3.658, -2.078], [-1.478, 1.530, -1.801], [-0.328, 3.220, -2.208], [-0.479, 4.263, -0.464], [0.620, 3.099, 0.852], [-3.371, 1.027, 2.270], [-2.253, -3.046, 2.492], [-1.070, -3.927, 2.176], [-0.894, -4.208, 0.853], [-0.340, -4.374, 3.047], [-3.162, -3.401, 2.005], [-2.065, -2.034, 2.135], [-2.386, -3.023, 3.569], [-1.440, -3.691, 0.176], [0.017, -4.545, 0.577], [-5.299, -0.264, -0.800], [-4.189, -0.699, -1.639], [-4.166, -0.213, -3.010], [-3.501, -1.773, -1.295], [-2.895, -2.713, -0.996], [-6.213, -0.828, -1.026], [-5.474, 0.793, -0.995], [-5.051, -0.357, 0.254], [-5.020, -0.604, -3.575], [-3.238, -0.503, -3.496], [-4.186, 0.875, -2.990], [1.844, -3.119, -4.559], [0.290, -3.009, -3.358], [-1.192, -2.429, -4.515], [-0.167, -4.833, -2.784], [0.340, -1.822, -1.807], [1.539, -3.707, -5.430], [2.716, -3.599, -4.114], [2.143, -2.125, -4.895], [-1.467, -3.201, -5.238], [-0.925, -1.517, -5.052], [-2.069, -2.239, -3.893], [-0.256, -5.491, -3.653], [-1.122, -4.831, -2.256], [0.593, -5.238, -2.115], [-0.288, -0.960, -2.058], [-0.228, -2.342, -1.028]], "lowdin_charge": [0.353, 0.493, -0.634, -0.164, -0.143, -0.141, -0.150, -0.159, 0.938, -0.377, -0.138, -0.108, -0.118, -0.095, -0.091, -0.361, -0.101, -0.094, -0.109, -0.108, -0.134, 0.082, 0.080, 0.078, 0.055, 0.103, 0.095, 0.087, 0.097, 0.068, 0.046, 0.100, 0.091, 0.093, 0.057, -0.174, -0.170, -0.182, -0.198, -0.295, -0.026, -0.593, 0.170, 0.009, 0.074, 0.019, 0.076, 0.013, 0.085, -0.080, -0.198, -0.091, -0.282, 0.188, 0.082, 0.087, -0.010, 0.085, 0.056, 0.061, -0.214, 0.771, -0.218, -0.217, -0.486, 0.013, 0.006, 0.006, 0.011, 0.019, -0.018, 0.009, 0.004, -0.006, -0.060, -0.014], "charge": -2, "e_tot_ha": -6251.86215, "e_homo_ev": -1.75}



3.
{"formula": "C5H13ClI2N2OPPdS", "method": "the ωB97M-V functional and the def2-TZVPD basis", "elements": ["I", "I", "Pd", "P", "C", "C", "H", "H", "H", "C", "H", "H", "H", "H", "H", "H", "C", "O", "Cl", "N", "C", "N", "S", "H", "H", "H", "H"], "coordinates": [[-0.582, -2.594, 0.579], [-0.586, 2.582, 0.590], [0.490, 0.014, 0.013], [0.237, 0.000, -2.257], [-1.451, -0.011, -2.897], [0.974, 1.469, -2.988], [2.019, -1.490, -2.619], [0.973, -1.393, -4.088], [0.446, -2.349, -2.655], [0.992, -1.457, -2.993], [2.003, 1.514, -2.626], [0.946, 1.411, -4.083], [-1.408, -0.006, -3.995], [-1.966, 0.891, -2.539], [0.420, 2.353, -2.641], [-1.953, -0.925, -2.548], [-1.437, -0.003, 0.206], [-2.579, -0.003, 0.346], [2.845, 0.013, -0.564], [-0.177, -1.137, 3.890], [0.300, -0.002, 3.363], [-0.181, 1.140, 3.874], [1.556, -0.015, 2.219], [-0.949, -1.081, 4.543], [0.009, -2.021, 3.436], [0.007, 2.015, 3.418], [-0.950, 1.083, 4.528]], "mulliken_spin": [1.231, 1.229, 0.423, -0.007, -0.008, 0.004, -0.003, 0.000, 0.002, 0.005, -0.003, 0.000, 0.002, 0.001, 0.001, 0.001, 0.091, 0.053, 0.039, 0.027, -0.071, 0.027, 0.962, 0.002, -0.005, -0.006, 0.002], "spin_multiplicity": 5, "charge": 3, "e_tot_ha": -2304.88708, "e_homo_ev": [-20.22, -20.27], "relative_energy_kj_mol": 34.3}



4.
{"formula": "C45H42F5N5O4S2SbSc", "method": "the ωB97M-V functional and the def2-TZVPD basis", "elements": ["Sc", "C", "C", "N", "N", "C", "N", "S", "C", "C", "C", "C", "C", "N", "H", "H", "H", "H", "H", "H", "H", "H", "H", "C", "C", "C", "C", "C", "C", "C", "Sb", "C", "C", "C", "C", "C", "C", "C", "C", "C", "C", "C", "C", "C", "C", "H", "H", "H", "H", "H", "H", "H", "H", "H", "H", "H", "H", "H", "H", "H", "H", "H", "H", "H", "H", "H", "F", "C", "C", "C", "F", "C", "F", "C", "F", "C", "F", "C", "C", "C", "C", "C", "C", "C", "S", "O", "O", "N", "C", "C", "C", "O", "O", "H", "H", "H", "H", "H", "H", "H", "H", "H", "H", "H", "H"], "coordinates": [[0.076, 0.250, 0.032], [-0.176, 0.581, 4.623], [-0.494, 0.254, 3.200], [-0.236, 1.029, 2.210], [0.365, 2.221, 2.479], [0.318, 3.051, 1.461], [0.940, 4.237, 1.640], [-0.509, 2.817, -0.046], [-1.170, -1.010, 2.848], [-1.656, -1.872, 3.825], [-2.301, -3.036, 3.441], [-2.434, -3.313, 2.094], [-1.915, -2.403, 1.186], [-1.314, -1.274, 1.538], [0.572, 1.369, 4.650], [-1.063, 0.938, 5.151], [0.197, -0.299, 5.146], [1.550, 4.333, 2.434], [1.074, 4.829, 0.840], [-1.534, -1.629, 4.870], [-2.693, -3.714, 4.187], [-2.926, -4.207, 1.739], [-1.995, -2.594, 0.131], [-3.224, -1.054, -4.976], [-2.683, 0.331, -4.747], [-2.454, 1.142, -5.859], [-1.933, 2.419, -5.739], [-1.633, 2.921, -4.481], [-1.855, 2.127, -3.368], [-2.375, 0.838, -3.486], [-2.509, -0.112, -1.568], [-3.917, 1.209, -0.638], [-3.703, 1.430, 0.722], [-4.505, 2.293, 1.450], [-5.535, 2.962, 0.807], [-5.764, 2.737, -0.541], [-4.977, 1.857, -1.282], [-5.328, 1.634, -2.731], [-3.813, -1.817, -1.727], [-5.129, -1.695, -1.293], [-5.980, -2.792, -1.279], [-5.513, -4.026, -1.695], [-4.199, -4.157, -2.122], [-3.332, -3.069, -2.150], [-1.930, -3.268, -2.665], [-3.859, -1.072, -5.861], [-3.808, -1.418, -4.132], [-2.406, -1.758, -5.149], [-2.691, 0.751, -6.841], [-1.762, 3.019, -6.623], [-1.225, 3.916, -4.362], [-1.611, 2.532, -2.392], [-2.878, 0.936, 1.227], [-4.314, 2.453, 2.503], [-6.164, 3.652, 1.353], [-6.582, 3.246, -1.037], [-6.404, 1.734, -2.873], [-5.035, 0.642, -3.075], [-4.833, 2.361, -3.376], [-5.495, -0.740, -0.941], [-7.000, -2.677, -0.937], [-6.167, -4.887, -1.689], [-3.838, -5.124, -2.450], [-1.715, -4.326, -2.802], [-1.168, -2.857, -2.002], [-1.794, -2.773, -3.626], [2.382, 2.323, -1.209], [1.899, 1.634, -2.274], [0.991, 0.606, -2.086], [0.687, -0.077, -3.244], [-0.130, -1.170, -3.196], [1.132, 0.262, -4.511], [0.747, -0.426, -5.596], [1.986, 1.341, -4.643], [2.430, 1.712, -5.851], [2.393, 2.024, -3.509], [3.260, 3.040, -3.629], [3.917, -1.262, -7.920], [4.250, -1.699, -6.521], [5.097, -0.941, -5.716], [5.417, -1.349, -4.431], [4.876, -2.529, -3.944], [4.023, -3.299, -4.723], [3.718, -2.878, -6.006], [5.323, -3.137, -2.348], [6.688, -3.575, -2.340], [4.291, -4.051, -1.936], [5.305, -1.760, -1.448], [4.016, -1.179, -1.100], [3.327, -1.861, 0.091], [2.017, -1.173, 0.307], [1.990, -0.004, 0.813], [0.937, -1.686, -0.108], [4.259, -0.247, -8.108], [2.841, -1.296, -8.091], [4.389, -1.922, -8.649], [5.506, -0.016, -6.099], [6.073, -0.758, -3.809], [3.599, -4.204, -4.313], [3.047, -3.469, -6.617], [5.971, -1.836, -0.690], [3.373, -1.222, -1.981], [4.174, -0.123, -0.874], [3.942, -1.739, 0.984], [3.164, -2.916, -0.118]], "lowdin_charge": [0.764, -0.019, -0.261, -0.070, 0.003, -0.834, 0.085, 0.668, -0.206, 0.000, -0.042, -0.028, -0.113, 0.057, 0.070, 0.096, 0.081, 0.101, 0.084, 0.109, 0.114, 0.113, 0.075, -0.039, -0.294, -0.048, -0.073, -0.073, -0.148, -0.328, 1.614, -0.331, -0.156, -0.081, -0.077, -0.050, -0.294, -0.048, -0.330, -0.112, -0.080, -0.080, -0.049, -0.326, -0.056, 0.086, 0.055, 0.078, 0.113, 0.104, 0.108, 0.033, 0.059, 0.104, 0.103, 0.111, 0.084, 0.054, 0.089, 0.089, 0.104, 0.103, 0.110, 0.088, 0.057, 0.052, 0.035, -0.262, -0.094, -0.257, -0.003, -0.149, 0.104, -0.140, 0.111, -0.142, 0.107, -0.042, -0.266, -0.030, -0.047, -0.292, -0.043, -0.030, 0.637, -0.286, -0.293, -0.140, -0.197, -0.064, -0.607, -0.051, -0.059, 0.076, 0.081, 0.085, 0.116, 0.117, 0.113, 0.118, 0.119, 0.124, 0.132, 0.134, 0.114], "charge": 0, "e_tot_ha": -4611.54411, "e_homo_ev": -8.01}



5.
{"formula": "C6H9O", "method": "the ωB97M-V functional and the def2-TZVPD basis", "elements": ["C", "C", "C", "C", "C", "C", "O", "H", "H", "H", "H", "H", "H", "H", "H", "H"], "coordinates": [[1.340, 1.054, 0.090], [0.080, 1.169, -0.318], [-2.457, 0.187, 0.544], [1.786, -0.367, 0.152], [0.486, -1.172, 0.001], [-0.490, -0.161, -0.644], [-1.822, -0.438, -0.322], [1.996, 1.867, 0.339], [-0.466, 2.080, -0.485], [-3.485, -0.110, 0.730], [-2.013, 0.999, 1.126], [2.484, -0.574, -0.660], [2.302, -0.601, 1.084], [0.608, -2.084, -0.575], [0.093, -1.439, 0.985], [-0.442, -0.411, -2.044]], "lowdin_charge": [-0.029, -0.072, 0.237, -0.148, -0.101, -0.303, 0.079, 0.125, 0.122, 0.149, 0.148, 0.132, 0.127, 0.123, 0.130, 0.281], "charge": 1, "e_tot_ha": -308.88242, "e_homo_ev": -13.95, "relative_energy_kj_mol": 168.0}



6.
{"formula": "C29H31BrN5O2SeTi", "method": "the ωB97M-V functional and the def2-TZVPD basis", "elements": ["Ti", "O", "C", "C", "C", "C", "C", "C", "C", "O", "N", "N", "C", "C", "Br", "C", "C", "C", "C", "C", "C", "C", "H", "H", "H", "H", "H", "H", "H", "H", "H", "H", "H", "H", "H", "H", "C", "N", "C", "Se", "N", "C", "C", "C", "C", "C", "C", "H", "H", "H", "H", "H", "H", "H", "H", "C", "C", "C", "C", "C", "N", "H", "H", "H", "H", "H", "H", "H", "H", "H"], "coordinates": [[-0.569, -0.546, -0.943], [-4.660, -1.651, 2.524], [-5.177, -1.196, 1.347], [-6.541, -0.938, 1.300], [-7.115, -0.484, 0.126], [-6.341, -0.278, -1.010], [-4.984, -0.544, -0.965], [-4.394, -1.009, 0.205], [-2.935, -1.347, 0.273], [-2.246, -1.149, -0.960], [-2.265, -0.541, 1.302], [-0.933, -0.432, 0.877], [-0.066, 0.500, 1.468], [1.226, 0.343, 1.319], [1.464, 0.070, -2.284], [2.515, 0.188, 1.217], [3.396, -0.399, 2.239], [2.891, -0.914, 3.433], [3.747, -1.462, 4.370], [5.115, -1.505, 4.127], [5.623, -0.998, 2.941], [4.766, -0.449, 1.999], [-3.702, -1.513, 2.551], [-7.129, -1.098, 2.193], [-8.179, -0.287, 0.098], [-6.794, 0.076, -1.925], [-4.370, -0.413, -1.847], [-2.793, -2.402, 0.532], [-2.668, 0.402, 1.317], [-0.514, 1.375, 1.936], [2.980, 0.485, 0.278], [1.825, -0.882, 3.622], [3.350, -1.858, 5.296], [5.782, -1.933, 4.863], [6.687, -1.028, 2.748], [5.161, -0.052, 1.072], [-2.445, 4.955, -0.997], [-1.106, 4.484, -1.305], [-0.710, 3.211, -1.465], [-1.839, 1.723, -1.341], [0.597, 3.208, -1.750], [1.079, 4.510, -1.779], [2.338, 5.034, -2.031], [2.455, 6.411, -1.981], [1.358, 7.233, -1.691], [0.103, 6.708, -1.443], [-0.010, 5.326, -1.495], [-3.113, 4.102, -0.921], [-2.791, 5.614, -1.791], [-2.435, 5.494, -0.051], [1.108, 2.348, -1.936], [3.183, 4.399, -2.259], [3.417, 6.866, -2.172], [1.497, 8.305, -1.664], [-0.742, 7.345, -1.223], [1.759, -5.106, -2.695], [1.623, -4.744, -1.209], [2.998, -4.459, -0.586], [0.884, -5.845, -0.438], [0.836, -3.507, -1.120], [0.235, -2.534, -1.065], [2.351, -6.018, -2.772], [2.265, -4.317, -3.250], [0.786, -5.288, -3.150], [3.596, -5.369, -0.646], [2.908, -4.175, 0.462], [3.518, -3.666, -1.122], [1.472, -6.761, -0.501], [-0.099, -6.037, -0.865], [0.768, -5.582, 0.613]], "lowdin_charge": [0.544, 0.067, -0.267, -0.002, -0.068, -0.076, -0.031, -0.120, -0.346, -0.316, 0.015, -0.215, -0.156, -0.036, 0.172, -0.050, -0.226, -0.031, -0.071, -0.075, -0.072, -0.039, 0.082, 0.123, 0.110, 0.105, 0.106, 0.166, 0.125, 0.132, 0.087, 0.113, 0.108, 0.108, 0.108, 0.114, -0.008, -0.064, -0.629, 0.825, 0.120, -0.163, 0.006, -0.066, -0.064, 0.005, -0.152, 0.049, 0.108, 0.107, -0.007, 0.120, 0.112, 0.112, 0.118, -0.023, -0.575, -0.023, -0.027, -0.067, 0.131, 0.099, 0.096, 0.096, 0.099, 0.094, 0.095, 0.098, 0.096, 0.095], "charge": 1, "e_tot_ha": -7372.74491, "e_homo_ev": [-10.70, -10.70], "relative_energy_kj_mol": 0.0}



7.
{"formula": "CF4NO", "method": "the ωB97M-V functional and the def2-TZVPD basis", "elements": ["O", "C", "F", "N", "F", "F", "F"], "coordinates": [[1.393, 1.066, 0.725], [1.035, 0.207, 0.087], [1.438, -0.918, -0.725], [-0.597, -0.013, -0.025], [-1.194, -0.323, -1.217], [-0.869, -1.009, 0.695], [-1.208, 0.990, 0.460]], "lowdin_charge": [0.399, -0.155, 0.163, -0.203, 0.232, 0.280, 0.285], "charge": 1, "smiles": "O=C(F)[N+](F)(F)F", "e_tot_ha": -566.96046, "e_homo_ev": -20.40, "relative_energy_kj_mol": 80.6}



8.
{"formula": "C5H6N2O", "method": "the ωB97M-V functional and the def2-TZVPD basis", "elements": ["C", "C", "N", "C", "C", "O", "C", "N", "H", "H", "H", "H", "H", "H"], "coordinates": [[-0.685, -0.453, -0.139], [-0.428, 0.866, -0.294], [0.993, -1.502, 1.390], [0.649, -1.105, 0.064], [-0.922, 2.061, -0.619], [-1.764, -1.191, -0.459], [1.380, 0.295, -0.319], [2.441, 0.786, -0.432], [-2.479, -0.621, -0.773], [0.341, -1.183, 2.099], [1.909, -1.187, 1.696], [0.843, -1.921, -0.640], [-1.979, 2.226, -0.794], [-0.299, 2.930, -0.779]], "lowdin_charge": [-0.306, -0.123, 0.056, -0.269, 0.052, 0.104, -0.246, 0.172, 0.123, 0.087, 0.086, 0.144, 0.058, 0.063], "charge": 0, "e_tot_ha": -378.68725, "e_homo_ev": [-8.27, -7.81], "relative_energy_kj_mol": 482.3}



Number 7 is which compound? CF4NO